(1)
ORCA calculation (the ωB97M-V functional and the def2-TZVPD basis) on a cluster of 10 separate species, C48H51N9O in total.

charge = +1
E = -2427.20885 a.u.
expectation value of S² = 0.759
multiplicity = 2
frontier orbital gap (alpha / beta) = 6.1 / 2.3 eV
lowest unoccupied orbital energy (alpha / beta) = -4.89 / -8.66 eV
maximum force = 4.479 eV/Å

Geometry as XYZ:
```
109
Properties=species:S:1:pos:R:3:forces:R:3:mulliken_spin:R:1
N 12.620404 5.841361 8.903331 0.6 0.3 -1.4 0.00
C 13.294606 6.691711 8.096839 -1.0 -1.0 0.0 0.00
C 13.041509 6.750990 6.716748 2.1 1.8 1.5 0.00
C 12.033677 6.061751 6.191845 -2.2 -1.8 -1.3 0.00
C 11.345600 5.126057 6.952331 0.5 -0.1 1.4 0.00
C 11.735949 5.022960 8.293146 0.0 0.7 0.4 0.00
H 14.025076 7.337478 8.561374 0.1 0.0 0.0 0.00
H 13.657020 7.394658 6.105826 -0.1 0.2 0.0 0.00
H 11.740747 6.161234 5.157100 0.2 0.2 -0.2 0.00
H 10.565277 4.489140 6.562668 0.0 0.1 -0.1 0.00
H 11.304645 4.335978 9.006194 -0.4 -0.3 -0.3 0.00
N 22.150505 7.752959 3.778841 -1.7 -2.3 -0.3 0.00
C 21.224493 7.255511 4.713163 1.8 2.8 -2.5 0.00
C 19.862213 7.268396 4.421724 0.9 -0.4 0.9 0.00
C 19.455199 7.412202 3.123971 0.2 0.0 -0.2 0.00
C 20.431770 7.605001 2.127529 -3.0 -1.0 -0.4 0.00
C 21.713348 7.771791 2.457903 1.8 0.9 2.9 0.00
H 21.609386 7.131978 5.714659 0.0 -0.1 0.0 0.00
H 19.181603 7.201243 5.257585 -0.3 -0.4 -0.1 0.00
H 18.385829 7.337052 2.992819 -0.1 0.2 -0.8 0.00
H 20.174390 7.571903 1.079161 -0.2 0.2 -0.1 0.00
H 22.369580 8.051998 1.647193 0.7 0.0 0.4 0.00
N 13.428564 1.495697 5.003061 -0.8 -0.7 -0.6 0.00
C 12.942701 1.539760 6.271052 0.2 0.9 -2.4 0.00
C 11.591680 1.338529 6.584493 1.5 -0.3 -0.3 0.00
C 10.764738 0.881492 5.568874 0.3 0.1 -0.6 0.00
C 11.254094 0.788541 4.232706 0.2 0.0 1.7 0.00
C 12.586534 1.114048 3.998065 -0.7 -0.2 1.8 0.00
H 13.712029 1.881954 6.947388 -0.3 -0.1 0.7 0.00
H 11.386104 1.491804 7.633609 -0.8 -0.3 0.0 0.00
H 9.768890 0.544603 5.816224 -0.2 0.2 -0.2 0.00
H 10.643990 0.361694 3.450415 -0.1 0.1 0.0 0.00
H 12.916637 0.906045 2.991008 0.8 0.4 -0.1 0.00
N 14.914739 2.127838 10.530359 1.0 -0.5 -1.3 0.00
C 15.640410 1.082408 10.052000 -0.7 0.9 -0.6 0.00
C 16.421152 1.116566 8.875136 -0.6 2.0 -0.2 0.00
C 16.454466 2.365498 8.155023 -1.2 -0.7 1.3 0.00
C 15.690338 3.442297 8.659343 1.2 -1.4 -1.7 0.00
C 14.968294 3.248313 9.784403 -0.7 0.1 2.3 0.00
H 15.455849 0.152116 10.568630 0.4 -0.1 0.2 0.00
H 16.900072 0.211916 8.530697 0.2 0.1 -0.1 0.00
H 16.895242 2.560951 7.188628 0.6 -0.6 0.0 0.00
H 15.595379 4.352888 8.086447 0.2 0.2 0.1 0.00
H 14.433362 4.092559 10.193667 -0.4 0.0 0.0 0.00
N 17.000469 7.440975 6.727274 0.0 -1.1 0.4 0.00
C 16.244603 7.931604 5.753513 0.5 1.9 0.6 0.00
C 15.978520 9.290455 5.730157 -0.2 1.6 0.6 0.00
C 16.366194 10.189524 6.767911 0.7 -2.6 0.1 0.00
C 17.134958 9.608512 7.823375 -1.2 -0.1 -1.5 0.00
C 17.413987 8.223217 7.728162 -0.2 1.2 -0.6 0.00
H 15.869689 7.371074 4.909919 0.3 -0.7 0.2 0.00
H 15.444143 9.704032 4.887667 -0.2 0.0 -0.1 0.00
H 16.062193 11.224143 6.708334 0.2 0.1 0.2 0.00
H 17.465693 10.194076 8.668448 0.1 0.0 0.0 0.00
H 18.073153 7.773545 8.455963 -0.1 -0.2 0.1 0.00
N 11.364451 7.973151 1.672975 -1.0 1.0 -0.3 0.00
C 10.152078 8.176530 2.267671 1.0 -0.9 -1.9 0.00
C 9.128225 8.886901 1.641371 0.9 0.0 0.7 0.00
C 9.373299 9.398035 0.380349 -1.3 0.4 0.1 0.00
C 10.583712 9.227712 -0.240907 0.3 0.3 0.0 0.00
C 11.560477 8.584624 0.467299 0.3 -1.7 1.4 0.00
H 9.947535 7.523236 3.102993 0.1 0.4 0.5 0.00
H 8.222786 9.045203 2.208390 -0.3 0.0 -0.4 0.00
H 8.566008 9.907835 -0.124410 0.0 0.1 -0.1 0.00
H 10.795754 9.591300 -1.235522 -0.1 0.1 0.0 0.00
H 12.523941 8.379634 0.024444 0.2 0.2 0.0 0.00
N 16.153680 6.073862 2.596527 0.2 -1.3 1.0 0.00
C 16.639526 5.120341 3.478165 -2.1 1.5 -0.3 0.00
C 15.819675 4.497812 4.476165 -1.1 1.6 -1.6 0.00
C 14.446779 4.807224 4.395198 0.9 0.0 -1.8 0.00
C 13.961652 5.624908 3.289591 -1.1 -1.7 2.5 0.00
C 14.794482 6.335630 2.517786 3.5 -1.3 -0.3 0.00
H 17.694799 4.898892 3.416894 0.1 0.2 -0.1 0.00
H 16.172320 3.829645 5.247916 0.3 0.0 -0.1 0.00
H 13.787382 4.288168 5.075031 -0.3 0.2 -0.1 0.00
H 12.914057 5.663362 3.029872 -0.4 0.2 0.5 0.00
H 14.463200 6.950276 1.693854 0.0 0.3 0.1 0.00
N 13.129135 2.778742 -0.641290 3.3 -1.4 2.7 0.73
C 13.796380 2.059941 -1.546696 -0.6 1.4 -0.4 0.02
C 15.035875 1.486271 -1.237493 -0.5 -0.2 0.5 0.08
C 15.477038 1.505583 0.079798 -0.2 0.1 -1.2 -0.02
C 14.717850 2.143630 1.026747 -0.9 1.0 0.0 0.07
C 13.563550 2.906051 0.663804 -0.4 -1.0 -1.6 0.05
H 13.440197 2.143707 -2.562825 0.0 -0.1 -0.2 0.03
H 15.625830 1.027836 -2.017360 -0.2 0.0 -0.2 0.01
H 16.425956 1.039594 0.300746 0.0 -0.1 0.3 0.01
H 14.975265 2.032938 2.069766 -0.2 0.5 0.3 0.02
H 12.971585 3.448993 1.385740 -0.1 0.0 0.0 0.00
N 16.989662 -1.484598 5.855166 -0.7 0.4 0.6 0.00
C 17.936638 -1.989902 5.059287 -0.3 2.3 -0.2 0.00
C 18.332344 -1.276622 3.925816 -0.7 0.3 -1.0 0.00
C 17.621490 -0.113534 3.504157 -0.6 -0.6 2.2 0.00
C 16.617876 0.389589 4.370509 1.0 -1.4 0.3 0.00
C 16.347702 -0.334813 5.572454 1.6 -0.1 -1.6 0.00
H 18.509817 -2.820706 5.443511 -0.2 -0.3 -0.2 0.00
H 19.146121 -1.676505 3.339073 0.1 0.1 -0.2 0.00
H 17.838353 0.504284 2.645279 0.5 -0.4 -0.2 0.00
H 16.171843 1.343666 4.131343 -0.4 0.0 0.3 0.00
H 15.734109 0.096593 6.349495 -0.4 -0.2 -0.1 0.00
C 17.193726 7.855505 0.004145 0.0 -0.4 0.3 0.00
C 17.847421 9.174822 -0.141922 -1.1 1.1 1.1 0.00
O 18.556695 9.458437 -1.064758 0.5 0.0 -0.4 0.00
C 17.425235 10.215747 0.927378 1.8 0.0 -1.8 0.00
H 17.898791 7.200378 0.515813 0.1 -0.4 -0.4 0.00
H 16.924297 7.539423 -1.003627 0.0 -0.5 0.3 0.00
H 16.371568 7.892020 0.718864 -0.2 0.1 -0.4 0.00
H 17.731718 9.858649 1.910566 -0.8 0.1 0.2 0.00
H 16.399076 10.499747 0.694029 -0.2 -0.2 0.8 0.00
H 18.063974 11.054644 0.651061 -0.1 0.3 0.4 0.00
```
Forces are in eV/Å.

(2)
ORCA calculation (the ωB97M-V functional and the def2-TZVPD basis) on a structure of composition C3H3IO.

energy relative to the best compared isomer or geometry (same formula, charge and spin) = 195.1 kJ/mol
charge = 0
E = -488.78088 a.u.
expectation value of S² = 2.009
multiplicity = 3
frontier orbital gap (alpha / beta) = 8.0 / 8.3 eV
lowest unoccupied orbital energy (alpha / beta) = 0.60 / -1.52 eV
maximum force = 4.625 eV/Å

Geometry as XYZ:
```
8
Properties=species:S:1:pos:R:3:forces:R:3:nbo_charge:R:1
C 0.282969 -0.629568 0.243337 3.0 -0.8 -0.4 -0.61
C 0.768942 0.658783 -0.488036 0.2 -3.3 -1.0 0.15
C -0.917667 0.232343 0.462226 -1.7 -1.5 -2.2 0.18
O -0.464487 1.212565 -0.378478 -0.4 3.7 0.4 -0.53
I -2.666764 -0.462629 -0.389371 -1.3 -0.4 0.4 0.14
H 0.842481 -0.205583 1.114035 0.4 -2.9 0.6 0.25
H 1.735437 1.021341 -0.212972 0.3 1.3 -0.2 0.16
H 0.419087 -1.827249 -0.350739 -0.6 3.9 2.5 0.26
```
Forces are in eV/Å.